# 1
14
Properties=species:S:1:pos:R:3:mulliken_charge:R:1 method="wB97M-V/def2-TZVPD" molar_mass_g_mol=93.1 homo_ev=-9.4 largest_force_ha_per_bohr=0.022 gap_ev=10.01 relative_energy_kcal_mol=54.77
C -0.604 0.526 1.066 -0.359
H -2.651 0.683 0.098 0.420
H -0.686 1.264 1.857 0.432
C -1.674 0.210 0.106 -0.325
H 1.423 -0.237 1.322 0.414
H 1.600 2.440 0.448 -0.203
C -1.253 -0.741 -0.738 -0.697
C 0.153 -1.150 -0.354 0.389
C 1.114 -1.042 -1.458 0.129
H 2.085 2.906 0.767 0.205
H -1.794 -1.189 -1.562 0.384
H 0.155 -2.196 -0.014 0.321
N 1.874 -0.966 -2.328 -0.411
C 0.469 -0.234 0.808 -0.700



# 2
14
Properties=species:S:1:pos:R:3:mulliken_charge:R:1 method="wB97M-V/def2-TZVPD" molar_mass_g_mol=93.1 homo_ev=-10.5 largest_force_ha_per_bohr=0.028 gap_ev=11.29 relative_energy_kcal_mol=52.12
C -0.643 -0.963 -0.517 -0.506
N -3.213 -0.542 -0.238 -0.434
H -0.397 -2.018 -0.324 0.352
H -0.066 -0.465 1.500 0.202
H 3.565 -0.632 -0.776 0.436
C -0.208 1.447 0.494 -1.310
H 0.271 1.962 1.345 0.350
H -1.287 1.601 0.573 0.392
C 1.526 -0.261 0.147 -0.837
H -0.368 -0.781 -1.568 0.326
C 0.116 -0.070 0.489 0.439
C -2.086 -0.773 -0.382 0.152
C 2.623 -0.432 -0.325 0.111
H 0.167 1.927 -0.419 0.328



# 3
14
Properties=species:S:1:pos:R:3:mulliken_charge:R:1 method="wB97M-V/def2-TZVPD" molar_mass_g_mol=93.1 homo_ev=-9.8 largest_force_ha_per_bohr=0.023 gap_ev=10.63 relative_energy_kcal_mol=19.85
H -0.228 1.081 1.506 0.303
H -0.780 -2.488 -0.420 0.392
C 0.941 -1.216 -0.238 -0.331
C -0.354 -1.511 -0.202 -0.338
C -1.216 -0.324 0.148 -0.817
N -0.645 2.975 -0.961 -0.423
H 1.903 0.307 0.967 0.280
H -1.872 -0.058 -0.689 0.343
C -0.451 2.026 -0.327 -0.125
H 1.698 0.758 -0.726 0.350
H 1.732 -1.907 -0.517 0.391
C 1.227 0.222 0.108 -0.816
H -1.863 -0.509 1.013 0.292
C -0.181 0.808 0.446 0.499



# 4
14
Properties=species:S:1:pos:R:3:mulliken_charge:R:1 method="wB97M-V/def2-TZVPD" molar_mass_g_mol=93.1 homo_ev=-9.0 largest_force_ha_per_bohr=0.151 gap_ev=8.94 relative_energy_kcal_mol=142.33
C 0.904 0.521 0.457 -0.131
C 1.644 1.680 -0.170 -1.190
H 1.537 1.526 -1.191 0.328
C 0.893 -0.866 -0.018 0.344
N 1.639 -1.890 -0.147 -0.654
C -3.193 -0.878 -0.037 -0.846
H 1.177 -2.756 -0.430 0.255
H 1.398 2.801 0.055 0.295
H -3.603 -0.512 -0.951 0.240
H 2.683 1.535 -0.018 0.344
C -0.357 -0.157 0.076 0.350
H -3.877 -1.147 0.738 0.275
H 0.918 0.613 1.483 0.359
C -1.760 -0.470 0.152 0.031



# 5
17
Properties=species:S:1:pos:R:3:mulliken_charge:R:1 method="wB97M-V/def2-TZVPD" molar_mass_g_mol=139.1 total_charge=+1 homo_ev=-12.5 largest_force_ha_per_bohr=0.074 gap_ev=8.93 relative_energy_kcal_mol=96.23
H -1.362 1.607 -0.013 0.357
C -1.428 0.451 -0.024 -0.238
H 1.757 -1.122 1.937 0.405
C 2.614 0.026 -0.858 -0.455
H -2.645 0.419 1.524 0.342
O -4.949 -0.349 -0.677 -0.309
N 0.815 -0.168 0.281 0.275
C -3.986 -0.073 -0.077 0.547
H 3.830 -0.672 0.744 0.326
H -1.482 0.147 -1.011 0.369
O -0.440 -0.222 0.773 -0.198
H 0.672 0.655 -1.751 0.379
N 2.945 -0.684 0.229 -0.053
H 3.388 0.279 -1.611 0.382
C 1.793 -0.806 0.932 -0.237
C -2.805 0.172 0.503 -0.795
C 1.281 0.339 -0.902 -0.096



# 6
17
Properties=species:S:1:pos:R:3:mulliken_charge:R:1 method="wB97M-V/def2-TZVPD" molar_mass_g_mol=139.1 total_charge=+1 homo_ev="-11.1 / -15.1" largest_force_ha_per_bohr=0.145 gap_ev="6.56 / 5.91" relative_energy_kcal_mol=66.00 spin_multiplicity=3
H 2.557 -2.012 -0.149 0.409
O 4.167 -0.247 0.800 -0.389
O 0.751 -1.646 -0.728 -0.274
C 1.824 -1.186 -0.279 -0.027
C -0.320 -0.673 -0.703 -0.174
H -2.423 0.590 1.740 0.328
H -2.340 0.910 -0.055 0.219
C 3.406 0.541 0.340 0.128
H -0.174 -0.889 1.395 0.423
N 1.377 1.032 -0.755 -0.661
N 2.178 0.047 -0.195 0.495
H -0.451 1.373 -1.469 0.621
C -0.898 -0.476 0.727 -0.020
C -1.912 0.429 0.826 -0.638
H -1.087 -1.076 -1.257 0.422
H 3.487 1.539 0.039 0.402
C 0.190 0.699 -1.077 -0.264